[1]
{"formula": "C30H30F3N3RhS", "method": "ωB97M-V with the def2-TZVPD basis set", "charge": -1, "spin_multiplicity": 5, "s2": 6.03, "total_energy_ev": -58060.3189, "orbital_gap_ev": [3.8209, 6.5998], "symbols": ["Rh", "N", "C", "C", "C", "C", "C", "C", "C", "C", "C", "C", "C", "C", "H", "H", "H", "H", "H", "H", "H", "H", "H", "H", "F", "C", "F", "F", "C", "C", "C", "C", "N", "C", "S", "H", "H", "H", "C", "C", "C", "C", "C", "C", "C", "C", "C", "C", "C", "C", "N", "H", "H", "H", "H", "H", "H", "H", "H", "H", "H", "H", "H", "H", "H", "H", "H", "H"], "coordinates": [[13.874131, 12.240943, 7.985705], [15.935304, 11.640616, 7.953841], [16.396183, 10.339519, 8.485880], [17.769161, 10.073025, 8.751984], [18.120391, 8.919007, 9.389014], [17.138416, 8.038909, 9.842030], [15.846159, 8.125561, 9.388679], [15.477829, 9.308295, 8.647458], [14.165693, 9.275289, 8.017631], [13.857985, 8.027979, 7.457057], [12.585983, 7.733202, 7.118827], [11.577785, 8.587617, 7.410243], [11.879696, 9.931981, 7.730896], [13.232870, 10.344856, 8.016341], [16.422792, 12.401650, 8.436548], [16.121137, 11.662612, 6.923680], [18.557223, 10.738634, 8.383826], [19.204624, 8.691963, 9.534639], [17.312610, 7.242198, 10.619057], [15.115867, 7.332010, 9.609534], [14.671302, 7.305810, 7.292715], [12.394302, 6.708971, 6.785866], [10.550456, 8.318875, 7.277453], [10.968861, 11.812205, 7.871575], [10.490154, 16.427213, 7.751896], [11.311008, 16.514241, 8.833063], [10.688403, 15.873584, 9.828229], [11.333441, 17.840143, 9.259855], [12.693144, 16.046256, 8.519184], [13.690425, 16.883402, 8.159567], [14.988734, 16.412387, 7.859288], [15.215997, 15.059175, 7.868039], [14.220325, 14.233244, 8.211235], [12.999332, 14.653446, 8.580733], [11.993505, 13.383356, 9.053200], [13.461229, 17.917259, 8.079561], [15.744378, 17.158880, 7.575346], [16.127710, 14.529804, 7.590759], [10.707302, 9.202313, 4.173207], [10.328286, 10.482129, 4.851137], [11.549756, 11.343396, 5.081869], [9.288153, 10.349376, 5.915202], [8.005324, 10.016949, 5.383532], [6.882361, 9.943784, 6.192089], [7.077628, 10.160401, 7.569421], [8.340046, 10.288691, 8.141937], [8.458424, 10.188361, 9.668168], [9.662078, 9.399607, 10.098860], [8.404864, 11.542944, 10.392668], [9.461223, 10.489056, 7.301851], [10.756538, 10.780016, 7.778203], [11.421217, 9.386412, 3.353274], [9.893737, 8.581061, 3.781960], [11.216035, 8.587618, 4.941307], [9.716876, 11.094691, 4.156036], [12.468481, 10.749669, 5.191358], [11.509422, 11.986706, 5.969041], [11.650528, 11.997367, 4.176435], [7.939569, 9.865510, 4.278272], [5.903910, 9.732735, 5.795067], [6.199368, 10.215256, 8.212336], [7.557396, 9.609736, 9.895534], [10.538227, 10.072781, 10.210707], [9.905761, 8.531570, 9.465378], [9.457999, 8.996826, 11.108185], [9.230645, 12.206255, 10.108490], [8.581003, 11.370028, 11.496528], [7.424903, 12.041687, 10.287051]], "atomic_forces_ev_per_a": [[-1.795, 0.155, -0.715], [2.506, -1.424, -0.320], [0.605, 0.139, -0.039], [-0.882, 0.796, -0.699], [1.409, -0.586, 0.723], [-0.115, -1.560, 1.159], [0.065, 1.523, -0.499], [0.533, -0.700, 0.409], [-1.273, -0.027, -0.463], [2.051, 0.294, 0.185], [-0.564, -2.184, -0.034], [-0.330, 1.586, -0.054], [-0.749, -0.469, -0.031], [-1.075, -1.954, -0.032], [0.127, -0.306, -0.482], [-0.048, 0.302, 1.150], [-0.437, 0.005, 0.245], [-1.077, 0.263, 0.149], [0.414, 0.701, -1.216], [0.306, 0.745, -0.087], [-0.476, 0.258, 0.133], [-0.222, 0.335, -0.134], [-0.372, -0.234, -0.160], [-0.210, -1.570, 0.168], [-0.081, 0.465, 0.258], [0.704, 0.617, 0.368], [-0.118, -0.143, 0.002], [-0.247, -0.653, -0.795], [-1.957, -4.488, 1.332], [2.276, 2.187, -0.945], [0.293, 0.151, -0.404], [1.429, 1.876, -0.421], [-0.227, -1.790, 0.407], [-0.894, 4.000, -0.091], [-1.274, -0.815, 0.967], [0.120, 0.804, -0.040], [-0.194, -0.591, 0.128], [0.127, 0.631, 0.020], [0.780, -1.346, 0.136], [-1.010, 1.665, -0.948], [0.879, 0.900, -0.391], [-1.474, -0.910, 0.272], [0.431, 0.117, -0.187], [1.135, 0.443, 0.675], [-0.347, -0.324, -0.416], [0.425, 0.734, 0.095], [-0.693, 0.487, -1.027], [0.850, -0.304, 1.192], [0.080, -0.255, 1.243], [-0.327, -0.761, -1.150], [1.371, 1.637, 1.037], [-0.235, -0.021, 0.263], [-0.118, 0.370, 0.075], [-0.030, 0.131, -0.595], [0.488, -0.379, -0.248], [-0.222, 0.118, -0.045], [-0.125, -0.042, -0.548], [0.259, -0.480, 0.779], [-0.069, 0.143, 1.041], [-0.175, 0.067, -0.078], [0.188, -0.333, 0.057], [0.038, 0.102, 0.465], [-0.368, -0.632, -0.281], [-0.059, 0.513, 0.104], [0.105, 0.101, -0.257], [-0.276, -0.063, -0.314], [-0.364, 0.084, -0.977], [0.516, -0.101, -0.111]]}



[2]
{"formula": "C30H30N11OPtS2", "method": "ωB97M-V with the def2-TZVPD basis set", "de_lowest_kj_mol": 241.2, "charge": 3, "spin_multiplicity": 5, "s2": 6.05, "total_energy_ev": -74923.8443, "orbital_gap_ev": [4.9141, 1.2655], "symbols": ["Pt", "N", "C", "C", "C", "N", "H", "H", "H", "H", "H", "H", "H", "H", "H", "H", "C", "N", "C", "N", "C", "N", "C", "C", "C", "C", "C", "C", "C", "N", "N", "C", "O", "C", "C", "C", "C", "C", "C", "N", "C", "N", "C", "N", "C", "H", "H", "H", "H", "H", "H", "H", "H", "H", "H", "H", "H", "H", "H", "H", "H", "S", "C", "N", "C", "C", "C", "C", "C", "C", "S", "H", "H", "H", "H"], "coordinates": [[0.789443, 2.022039, -0.312709], [2.733643, 2.411239, 0.896491], [3.083943, 3.829639, 1.017091], [2.094443, 4.585439, 1.901191], [0.797743, 4.955139, 1.184491], [-0.039557, 3.780939, 0.922291], [2.710743, 1.998439, 1.827091], [3.450643, 1.930339, 0.351991], [3.112943, 4.268039, 0.016191], [4.089843, 3.928539, 1.440991], [2.563143, 5.506939, 2.245591], [1.864143, 3.990739, 2.787491], [1.019543, 5.448139, 0.235891], [0.248643, 5.671039, 1.808491], [-0.854057, 4.071739, 0.383091], [-0.372957, 3.408239, 1.811691], [-0.326357, -1.049361, 4.658591], [-0.406957, -0.333261, 3.407291], [0.553543, 0.120939, 2.595191], [-0.002657, 0.748739, 1.564591], [-1.334957, 0.640039, 1.801691], [-1.593057, -0.005861, 2.902991], [0.049843, -2.510361, 4.539591], [0.477843, -3.191161, 5.688191], [0.713643, -4.558661, 5.668391], [0.522443, -5.282561, 4.507391], [0.112343, -4.605861, 3.350191], [-0.107957, -3.218561, 3.367491], [-0.154157, -5.309161, 2.133791], [-0.388557, -6.590661, 1.943291], [-0.673557, -6.772561, 0.694591], [-0.595757, -5.612161, 0.076991], [-0.265057, -4.646961, 0.960491], [-0.758857, -5.314361, -1.311809], [-1.436057, -6.201461, -2.161509], [-1.608157, -5.850461, -3.484809], [-1.064657, -4.670061, -3.976609], [-0.326857, -3.814761, -3.150309], [0.394243, -2.615961, -3.729009], [0.153043, -1.390861, -3.005509], [0.840843, -0.819161, -2.015109], [0.244143, 0.316339, -1.669609], [-0.824257, 0.392039, -2.502109], [-0.890157, -0.626561, -3.310409], [-0.204757, -4.125961, -1.811809], [-1.332957, -0.994761, 5.096391], [0.365443, -0.537961, 5.336091], [1.603143, -0.015161, 2.763691], [-2.096957, 1.038639, 1.162891], [0.605943, -2.643161, 6.608091], [1.025143, -5.059961, 6.570191], [0.692643, -6.347361, 4.467791], [-0.454457, -2.740561, 2.463491], [-1.812457, -7.131061, -1.763309], [-2.160257, -6.502461, -4.144609], [-1.199857, -4.417061, -5.015909], [0.066843, -2.451961, -4.758109], [1.470943, -2.814761, -3.724709], [1.749043, -1.200261, -1.593509], [-1.533457, 1.197339, -2.513409], [0.348443, -3.482361, -1.143109], [2.463143, 2.599839, -2.316509], [1.154343, 3.511339, -2.846309], [0.023343, 3.531739, -2.170709], [-0.881757, 4.367939, -2.724409], [-2.174157, 4.633139, -2.254009], [-2.949157, 5.547539, -2.924209], [-2.473557, 6.207239, -4.074709], [-1.214557, 5.953739, -4.572909], [-0.410857, 5.035939, -3.905309], [1.191243, 4.534839, -4.290809], [-2.551057, 4.114339, -1.386909], [-3.939957, 5.777739, -2.567009], [-3.111557, 6.920039, -4.574009], [-0.854057, 6.459539, -5.453609]], "atomic_forces_ev_per_a": [[-0.877, -0.086, 0.496], [-0.224, -0.220, -0.655], [0.152, 0.807, 0.274], [-0.133, -0.079, -0.470], [0.533, 0.575, 0.380], [0.025, -0.545, -0.396], [-0.144, -0.159, -0.116], [-0.069, -0.061, 0.234], [0.040, -0.058, 0.046], [-0.091, -0.146, -0.057], [0.011, -0.038, 0.022], [0.040, 0.042, 0.197], [-0.035, -0.034, -0.010], [-0.027, -0.128, -0.159], [0.004, -0.084, 0.178], [-0.032, -0.117, -0.140], [-0.093, -0.639, 1.149], [0.623, 0.576, -0.916], [-0.049, -0.263, 0.412], [0.724, 0.315, -0.589], [-0.105, -0.122, 0.053], [-0.854, 0.045, 0.003], [0.331, -0.326, 0.246], [-0.130, 0.261, -0.279], [-0.123, 0.256, -0.013], [-0.145, 0.323, -0.650], [0.181, 0.699, 0.772], [0.017, -0.465, 0.108], [-0.271, -1.756, -0.966], [0.716, 1.315, 3.353], [-0.546, 0.249, -3.618], [0.043, -1.413, 1.479], [0.048, 0.567, -0.067], [-0.008, 0.514, -0.922], [0.299, 0.467, 0.398], [0.107, 0.088, -0.097], [0.253, 0.311, 0.139], [-0.450, -0.272, -0.246], [0.116, -1.170, -0.506], [0.486, 1.010, 0.908], [0.156, -0.451, -0.243], [0.371, 0.708, 0.564], [-0.179, -0.162, -0.330], [-0.868, 0.216, -0.387], [-0.215, -0.545, 0.097], [0.280, 0.213, -0.164], [-0.118, 0.051, -0.201], [0.199, -0.148, 0.114], [-0.230, 0.014, -0.135], [0.039, 0.069, 0.193], [0.071, -0.037, 0.100], [-0.036, -0.084, 0.008], [-0.079, 0.059, -0.106], [-0.090, -0.040, 0.034], [-0.011, -0.025, -0.066], [-0.008, 0.018, -0.193], [0.135, 0.100, 0.155], [-0.099, 0.229, -0.028], [0.156, -0.213, 0.057], [-0.125, 0.057, 0.000], [0.071, 0.032, 0.148], [-0.482, 0.049, 0.155], [1.068, 0.241, -0.971], [-0.252, -0.252, 0.792], [0.016, -0.107, 0.177], [-0.572, 0.258, 0.009], [0.067, -0.657, 0.854], [0.425, 0.164, -0.509], [0.227, 0.001, -0.130], [0.226, 0.123, -0.341], [-0.213, -0.196, 0.411], [-0.096, -0.045, 0.112], [-0.140, -0.024, 0.054], [-0.054, 0.083, -0.070], [0.015, 0.068, -0.135]]}



[3]
{"formula": "C30H31AsN3O4PbS3", "method": "ωB97M-V with the def2-TZVPD basis set", "charge": 1, "total_energy_ev": -142858.0291, "orbital_gap_ev": 7.9191, "symbols": ["Pb", "S", "C", "C", "C", "C", "C", "C", "As", "C", "C", "C", "C", "C", "C", "C", "C", "C", "C", "C", "C", "H", "H", "H", "H", "H", "H", "H", "H", "H", "H", "H", "H", "H", "H", "C", "C", "C", "C", "C", "C", "C", "S", "O", "O", "N", "C", "C", "O", "O", "H", "H", "H", "H", "H", "H", "H", "H", "H", "C", "N", "C", "S", "N", "C", "H", "H", "H", "H", "H", "H", "H", "H"], "coordinates": [[1.729023, -1.600517, -1.134092], [3.177069, 1.595108, -0.870564], [2.059033, 2.627575, -1.788486], [2.816145, 3.670589, -2.319335], [2.264522, 4.378067, -3.407700], [0.932620, 4.206497, -3.732881], [0.217770, 3.169223, -3.135812], [0.736279, 2.372137, -2.153419], [-0.312170, 0.841239, -1.394123], [-1.537326, 0.568081, -2.891862], [-1.018440, -0.043383, -4.042695], [-1.741596, -0.317038, -5.200992], [-3.146177, 0.031605, -5.138933], [-3.689528, 0.607476, -4.004323], [-2.885711, 0.929525, -2.896750], [-1.516729, 1.770819, -0.153513], [-2.122860, 0.956102, 0.765251], [-2.768369, 1.517024, 1.829347], [-2.912827, 2.891965, 1.914531], [-2.368089, 3.765883, 0.955123], [-1.693361, 3.175922, -0.093143], [3.794679, 3.972469, -1.898658], [2.864357, 5.193630, -3.743237], [0.456129, 4.936724, -4.378242], [-0.790740, 3.042485, -3.428022], [0.038471, -0.257938, -4.062666], [-1.271435, -0.865138, -5.989007], [-3.760688, -0.198683, -5.978883], [-4.732357, 0.829850, -3.932994], [-3.366083, 1.438567, -2.085240], [-2.135097, -0.148861, 0.646311], [-3.246971, 0.992130, 2.687460], [-3.413777, 3.450156, 2.702990], [-2.442234, 4.850940, 0.998104], [-1.123751, 3.833471, -0.738755], [0.887801, 1.771604, 6.967693], [1.337953, 1.397867, 5.580727], [2.696730, 1.699067, 5.175514], [3.200405, 1.269085, 3.968540], [2.467597, 0.396579, 3.133474], [1.207964, 0.057667, 3.528895], [0.662694, 0.561505, 4.728729], [2.993877, 0.093021, 1.528661], [2.307614, 1.145846, 0.604479], [4.428326, 0.257287, 1.485334], [2.474235, -1.258173, 1.065071], [2.925984, -2.564473, 1.666545], [2.862132, -3.779045, 0.748076], [3.187455, -4.837170, 1.193901], [2.589858, -3.539371, -0.518060], [0.934882, 2.837576, 7.213325], [1.579349, 1.416941, 7.718423], [-0.144668, 1.451949, 7.197933], [3.324925, 2.395553, 5.733909], [4.201611, 1.490734, 3.619814], [0.617895, -0.536715, 2.894135], [-0.340871, 0.176119, 4.925488], [2.459189, -2.816376, 2.658024], [4.010268, -2.524651, 1.797422], [-0.182920, -5.991221, -2.029034], [0.049816, -4.716133, -1.406457], [-0.903991, -4.007999, -0.792535], [-0.612782, -2.465913, -0.084165], [-2.174667, -4.471127, -0.780834], [-3.361855, -3.644938, -0.688264], [0.750946, -6.333337, -2.540367], [-0.989387, -5.871562, -2.808912], [-0.459950, -6.787683, -1.312194], [1.008640, -4.623693, -1.076148], [-2.288842, -5.451637, -0.912415], [-3.140545, -2.726428, -1.275484], [-3.521436, -3.347186, 0.314861], [-4.135986, -4.307236, -1.128877]], "atomic_forces_ev_per_a": [[0.321, -0.143, -0.531], [-0.167, -0.187, 0.001], [0.946, -0.369, 1.135], [-0.251, 0.231, -0.736], [0.163, 0.115, 1.701], [0.651, 0.070, -0.009], [-0.186, 0.866, -0.174], [0.171, -1.018, 0.172], [-0.406, 1.285, -0.306], [-0.480, 0.170, -0.488], [0.376, -0.009, -0.381], [-2.196, 0.942, 2.150], [1.976, -0.714, -0.077], [1.052, 0.091, 0.183], [0.210, -0.611, -0.582], [0.505, 1.109, -0.934], [-0.140, -1.735, 0.025], [-1.726, 0.884, 2.120], [0.291, 2.003, -0.285], [-0.283, -1.258, -0.105], [1.317, -0.527, 0.054], [-0.680, -0.488, -0.389], [0.049, 0.464, -0.661], [-0.047, -0.403, -0.225], [-0.975, -0.180, -0.244], [0.321, -0.240, 0.069], [-0.051, 0.062, -0.593], [-0.441, -0.084, -0.437], [-0.487, 0.138, -0.223], [0.065, 0.104, 0.520], [0.371, 0.819, 0.186], [0.534, -0.202, -1.088], [-0.119, -0.862, 0.331], [-0.137, -0.307, 0.214], [-0.146, -0.189, -0.395], [-0.782, 0.637, 0.094], [2.384, -0.131, 0.156], [-0.888, 0.519, -0.283], [0.418, -0.583, -0.374], [-0.327, 1.677, 0.828], [-0.345, 0.811, 0.918], [-0.871, -1.160, -0.781], [2.754, -0.776, 0.356], [-0.655, 0.396, 0.063], [-0.668, 0.305, -0.008], [-1.228, -1.626, -0.591], [0.377, 0.790, 0.812], [-0.208, 0.886, -1.002], [-0.069, -0.922, 0.443], [-0.238, -0.324, 0.320], [-0.157, 0.178, -0.708], [0.131, -0.807, 0.079], [0.606, -0.063, -0.149], [-0.300, -0.358, 0.198], [0.029, 0.364, 0.314], [-0.822, -0.796, -0.618], [0.224, 0.428, 0.354], [0.260, 0.468, -1.039], [0.021, 0.281, 0.432], [-0.510, -0.900, -1.326], [0.323, -0.295, 0.792], [-0.708, 0.142, -0.087], [-0.187, -0.255, 0.024], [1.856, 0.280, -0.120], [0.552, -0.251, -1.505], [-0.810, 0.446, 0.443], [0.787, -0.323, 0.757], [0.011, 0.342, -0.251], [0.081, 0.697, 0.096], [-0.131, -0.493, -0.282], [-0.658, -0.609, 0.167], [-0.638, 0.133, 1.020], [-0.016, 1.064, 0.460]]}



> The lowest charge belongs to which entry?

C30H30F3N3RhS



> What is the charge in the third record?

+1



> charge of number 1 (C30H30F3N3RhS)?

-1



> Which formula does entry 1 have?

C30H30F3N3RhS